Record 1
ORCA calculation (ωB97M-V/def2-TZVPD) on a single C5H8O2 molecule.

Output
SMILES	O[C@H]1C[C@@]2(O)C[C@@H]12
energy relative to the best compared isomer or geometry (same formula, charge and spin)	52.5	kcal per mole
orbital gap	10.004	eV

Element x y z (Å)
O -1.0234 1.2662 -1.4695
C -1.1002 0.1408 -0.6177
C -0.0026 -0.9034 -0.9433
C 0.6432 -0.6411 0.4199
O 1.1662 -1.7084 1.1334
C 0.9355 0.8118 0.5720
C -0.4826 0.3094 0.7525
H -1.5550 1.9707 -1.0770
H -2.1161 -0.2679 -0.5918
H -0.4225 -1.9122 -0.9619
H 0.5783 -0.7151 -1.8519
H 1.8817 -1.3893 1.6955
H 1.2244 1.2419 1.5247
H 1.2334 1.3862 -0.3055
H -0.9601 0.4105 1.7208

Here are the Mulliken charges for atoms 1 to 5, given in e: number 1, O, carries -0.557; number 2, C, carries -0.043; number 3, C, carries -0.882; number 4, C, carries 0.577; number 5, O, carries -0.548


Record 2
ORCA calculation (ωB97M-V/def2-TZVPD) on a gas-phase ion, C5H7N2O (charge +1).

Output
charge	+1
SMILES	O=CC[n+]1cc[nH]c1
energy relative to the best compared isomer or geometry (same formula, charge and spin)	11.6	kcal per mole
orbital gap	10.741	eV

Element x y z (Å)
O -1.3703 0.9658 1.8570
C -0.2892 1.4503 1.6620
C 0.8697 1.1115 0.6045
N 0.3793 0.0794 -0.2147
C 0.3425 -1.2134 0.1871
C -0.2920 -1.9251 -0.7375
N -0.6534 -1.0632 -1.7205
C -0.2517 0.1330 -1.3859
H -0.1162 2.3749 2.2066
H 1.7146 0.7520 1.0188
H 1.2914 2.0151 0.1661
H 0.6552 -1.3430 1.2649
H -0.4279 -2.9616 -0.7691
H -1.4008 -1.4763 -2.2714
H -0.4512 1.1006 -1.8679

Here are the Mulliken charges for atoms 1 to 5, given in e: number 1, O, carries -0.379; number 2, C, carries 0.112; number 3, C, carries -0.831; number 4, N, carries 0.094; number 5, C, carries -0.161


Record 3
ORCA calculation (ωB97M-V/def2-TZVPD) on 5 unconnected molecules or ions with the total composition C10H30O5.

Output
SMILES	CCO.CCO.CCO.CCO.CCO
energy relative to the best compared isomer or geometry (same formula, charge and spin)	46.2	kcal per mole
orbital gap	10.216	eV

Element x y z (Å)
C 1.4745 -0.6202 1.5230
C 1.0940 -1.0598 0.1107
O 0.5473 -0.0137 -0.6213
H 1.5637 -1.5605 2.0670
H 0.6920 -0.0413 2.0137
H 2.4297 -0.1096 1.6449
H 0.3075 -1.8135 0.1490
H 1.9117 -1.5249 -0.4399
H 1.2244 0.3596 -1.1903
C -0.7119 3.9265 -3.3008
C -0.1419 2.9276 -2.3119
O -0.9106 2.9579 -1.1628
H -0.7798 4.9468 -2.9232
H -1.7786 3.7524 -3.4423
H -0.2563 3.8398 -4.2872
H 0.8514 3.1165 -1.9049
H -0.2304 1.8985 -2.6601
H -0.5577 2.2168 -0.6649
C -2.0782 0.3898 2.9844
C -1.2227 0.9631 4.0938
O -1.6178 2.2864 4.1958
H -3.1523 0.5510 3.0764
H -2.0207 -0.6560 2.6827
H -1.8797 0.8518 2.0172
H -0.1762 0.7773 3.8523
H -1.5576 0.5188 5.0311
H -2.5492 2.1432 4.3788
C -0.8126 -4.5264 1.8984
C -1.9571 -3.7602 1.4447
O -2.3852 -3.0413 2.5540
H -0.9786 -5.1269 2.7928
H 0.1499 -4.0319 2.0289
H -0.5282 -5.1934 1.0845
H -2.7448 -4.4513 1.1447
H -1.5507 -3.1103 0.6697
H -3.0456 -2.4797 2.1416
C 2.0896 -0.1437 -3.9343
C 2.7600 1.0494 -3.2665
O 3.0690 0.8307 -1.9280
H 1.5384 0.2486 -4.7890
H 1.4193 -0.6969 -3.2764
H 2.7875 -0.8438 -4.3935
H 2.0611 1.8702 -3.4275
H 3.6551 1.3309 -3.8212
H 3.9985 1.0516 -1.8340

Here are the Mulliken charges for atoms 1 to 5, given in e: number 1, C, carries -0.710; number 2, C, carries 0.011; number 3, O, carries -0.489; number 4, H, carries 0.375; number 5, H, carries -0.187


Copy entry 1 word for word.
ORCA calculation (ωB97M-V/def2-TZVPD) on a single C5H8O2 molecule.

Output
SMILES	O[C@H]1C[C@@]2(O)C[C@@H]12
energy relative to the best compared isomer or geometry (same formula, charge and spin)	52.5	kcal per mole
orbital gap	10.004	eV

Element x y z (Å)
O -1.0234 1.2662 -1.4695
C -1.1002 0.1408 -0.6177
C -0.0026 -0.9034 -0.9433
C 0.6432 -0.6411 0.4199
O 1.1662 -1.7084 1.1334
C 0.9355 0.8118 0.5720
C -0.4826 0.3094 0.7525
H -1.5550 1.9707 -1.0770
H -2.1161 -0.2679 -0.5918
H -0.4225 -1.9122 -0.9619
H 0.5783 -0.7151 -1.8519
H 1.8817 -1.3893 1.6955
H 1.2244 1.2419 1.5247
H 1.2334 1.3862 -0.3055
H -0.9601 0.4105 1.7208

Here are the Mulliken charges for atoms 1 to 5, given in e: number 1, O, carries -0.557; number 2, C, carries -0.043; number 3, C, carries -0.882; number 4, C, carries 0.577; number 5, O, carries -0.548